1.
# C2H2Cl2S

C2H2Cl2S in the gas phase at a distorted geometry (the ωB97M-V functional and the def2-TZVPD basis, OMol25).

The geometry in XYZ format:
```
7
Properties=species:S:1:pos:R:3:forces:R:3:lowdin_charge:R:1
S -1.47723 -0.88857 1.45986 1.5221 0.2971 -0.2742 0.693
C -0.07863 -0.60323 0.65712 -2.3019 -1.5398 0.2462 -0.823
C 0.04478 0.51024 -0.31899 -0.4278 3.4653 1.4566 -1.297
Cl 1.79894 0.79218 -0.25501 0.6410 1.0011 -0.2278 0.575
Cl -0.42343 -0.00502 -1.84836 -0.6201 -1.0952 -2.4390 0.652
H 0.73506 -1.36750 0.52342 -0.7764 0.8083 0.4967 0.062
H -0.59947 1.56190 -0.21804 1.9632 -2.9368 0.7416 0.138
```
Forces are in eV/Å.

Its total charge is 0. The electronic energy comes out at -37984.9135 eV. The value obtained for the LUMO energy is -1.0 eV.

---

2.
# C5H8O2

A molecular structure, C5H8O2 at a distorted geometry (the ωB97M-V functional and the def2-TZVPD basis, OMol25).

The geometry in XYZ format:
```
15
Properties=species:S:1:pos:R:3:forces:R:3:lowdin_charge:R:1
C -1.73398 -0.13757 -0.41916 0.0272 -0.3940 -0.5364 -0.013
C -0.60680 0.73265 0.08289 0.1021 -0.2223 -0.6722 -0.300
O -0.21654 0.81792 1.47426 -0.0092 0.0836 0.0808 -0.029
C 1.13676 0.50447 1.11204 0.3761 0.0654 0.2041 -0.175
C 1.16087 -0.92864 0.66825 -0.0504 -0.1255 -0.0450 0.009
C 0.73942 0.16054 -0.29038 -0.4060 0.1140 0.2734 -0.439
O 1.17534 0.29973 -1.59413 -0.3511 -0.2712 -0.2902 0.044
H -1.37443 -0.49720 -1.42428 -0.5058 0.1182 0.7772 0.090
H -1.88774 -1.01650 0.21080 -0.0176 0.1011 -0.0746 0.089
H -2.67947 0.36113 -0.62040 -0.0528 0.0863 0.3132 0.075
H -0.69164 1.75525 -0.30504 0.0392 -0.1223 -0.0129 0.160
H 1.94095 1.07184 1.56766 -0.1095 -0.1271 -0.0214 0.151
H 2.15054 -1.32284 0.44540 -0.1335 0.1251 -0.0284 0.118
H 0.46786 -1.63718 1.12196 0.0779 0.1621 -0.0912 0.113
H 0.43370 -0.11065 -2.09899 1.0134 0.4067 0.1237 0.108
```
Forces are in eV/Å.

Its total charge is 0. The electronic energy comes out at -9406.8684 eV. The value obtained for the LUMO energy is 0.8 eV.

---

E_HOMO, record by record: -0.345, -0.350 Eh
ΔE to the lowest compared entry with this formula, charge and spin, record by record: 0.980, 2.964 eV